1.
DFT (ωB97M-V with the def2-TZVPD basis set) results for a 2-piece molecular cluster, C25H28BNO9S4 overall in a non-equilibrium geometry.

Element x y z (Å)
C: -0.623 -1.602 -1.221
C: -0.736 -2.144 0.226
C: 0.650 -2.358 0.842
O: 0.507 -2.240 2.278
C: 1.351 -1.318 2.818
O: 2.531 -1.255 2.573
C: 0.687 -0.297 3.763
S: 1.736 1.218 3.789
C: 0.504 2.425 3.260
C: -0.342 2.898 4.247
C: -1.294 3.819 3.883
C: -1.408 4.270 2.591
S: -2.736 5.464 2.320
C: -0.556 3.829 1.588
C: 0.397 2.873 1.958
C: 1.299 2.357 0.857
O: 2.384 1.850 1.035
C: 0.770 2.452 -0.560
C: 1.295 1.571 -1.464
C: 0.853 1.601 -2.768
C: -0.084 2.549 -3.144
S: -0.612 2.539 -4.848
C: -0.594 3.470 -2.239
C: -1.621 4.483 -2.722
B: -3.081 3.832 -2.658
O: -4.208 4.561 -2.302
O: -3.186 2.494 -3.019
C: -0.169 3.408 -0.915
C: -0.645 4.351 0.157
O: -1.047 5.468 -0.076
O: -1.440 -3.421 0.168
C: -2.738 -3.266 0.592
O: -3.144 -3.866 1.556
C: -3.711 -2.331 -0.152
S: -4.076 -0.819 0.827
H: -0.742 -2.393 -1.967
H: -1.425 -0.871 -1.376
H: 0.346 -1.129 -1.401
H: -1.307 -1.478 0.878
H: 1.343 -1.632 0.415
H: 0.976 -3.387 0.661
H: -0.310 -0.016 3.409
H: 0.579 -0.698 4.775
H: -0.220 2.550 5.266
H: -1.964 4.195 4.651
H: -3.626 4.701 1.641
H: 2.035 0.819 -1.206
H: 1.240 0.914 -3.513
H: 0.035 1.468 -5.352
H: -1.419 4.664 -3.793
H: -1.556 5.451 -2.232
H: -4.660 4.083 -1.596
H: -3.714 1.998 -2.383
H: -3.355 -2.037 -1.142
H: -4.676 -2.823 -0.278
H: -2.908 -0.133 0.809
C: 5.375 -4.645 -1.233
C: 3.905 -4.374 -1.431
O: 3.501 -3.438 -2.104
N: 3.020 -5.212 -0.829
C: 3.293 -6.368 0.005
H: 5.947 -3.895 -1.771
H: 5.634 -4.585 -0.175
H: 5.637 -5.629 -1.624
H: 2.059 -4.967 -1.007
H: 2.842 -7.251 -0.451
H: 2.842 -6.215 0.987
H: 4.359 -6.533 0.124

Summary:
Spin multiplicity ... 1
Charge ... 0
Total energy ... -3319.04775 Ha

=====

2.
DFT (ωB97M-V with the def2-TZVPD basis set) results for C25H28BiN2O2PS as an isolated structure in a non-equilibrium geometry.

Element x y z (Å)
Bi: -0.374 1.789 -1.017
C: 2.221 1.310 0.811
C: 1.244 1.790 1.893
N: -0.106 2.024 1.356
C: -0.755 3.254 1.844
C: -0.127 4.523 1.295
S: -0.144 4.550 -0.534
C: 1.637 4.499 -1.010
C: 2.522 3.484 -0.305
N: 2.055 2.092 -0.417
H: 3.244 1.382 1.200
H: 2.021 0.260 0.578
H: 1.227 1.036 2.687
H: 1.604 2.720 2.333
H: -0.725 1.258 1.616
H: -1.805 3.208 1.542
H: -0.720 3.296 2.938
H: -0.717 5.380 1.618
H: 0.892 4.679 1.633
H: 1.612 4.339 -2.087
H: 2.035 5.497 -0.828
H: 3.528 3.584 -0.727
H: 2.594 3.736 0.752
H: 2.538 1.630 -1.183
O: -2.439 0.897 -2.090
C: -2.799 0.616 -0.943
O: -2.330 1.294 0.049
C: -3.342 -0.721 -0.639
C: -4.626 -1.218 -0.695
C: -4.827 -2.575 -0.480
C: -3.756 -3.414 -0.210
C: -2.465 -2.915 -0.142
C: -2.246 -1.561 -0.372
P: -0.532 -0.909 -0.424
C: 0.244 -1.657 1.054
C: -0.284 -1.295 2.296
C: 0.264 -1.812 3.456
C: 1.328 -2.701 3.390
C: 1.834 -3.079 2.156
C: 1.309 -2.549 0.989
C: 0.253 -1.638 -1.894
C: -0.457 -2.343 -2.860
C: 0.209 -2.828 -3.975
C: 1.569 -2.620 -4.127
C: 2.277 -1.901 -3.173
C: 1.617 -1.396 -2.070
H: -5.454 -0.559 -0.908
H: -5.825 -2.984 -0.535
H: -3.922 -4.467 -0.048
H: -1.629 -3.565 0.071
H: -1.157 -0.653 2.346
H: -0.147 -1.531 4.414
H: 1.752 -3.101 4.298
H: 2.640 -3.792 2.101
H: 1.710 -2.853 0.035
H: -1.516 -2.520 -2.740
H: -0.341 -3.375 -4.725
H: 2.084 -3.015 -4.988
H: 3.338 -1.740 -3.289
H: 2.168 -0.841 -1.318

Summary:
Spin multiplicity ... 1
Charge ... +2
Total energy ... -2183.09501 Ha